[1]
{"formula": "C16H15AuN6O2", "method": "ωB97M-V/def2-TZVPD", "spin_multiplicity": 3, "total_charge": 2, "homo_energy_ev": [-15.0, -14.8], "energy_ev": -33540.76017, "e_lumo_ev": [-6.50, -10.15], "elements": ["H", "H", "C", "C", "H", "H", "N", "H", "H", "H", "H", "N", "H", "C", "C", "C", "H", "C", "C", "O", "N", "O", "H", "H", "C", "C", "C", "C", "H", "C", "C", "H", "N", "N", "H", "N", "C", "Au", "C", "C"], "xyz": [[-15.49763, 10.42664, 6.89630], [-14.95991, 10.56994, 5.32737], [-11.97760, 9.62018, 8.48492], [-11.96612, 8.39554, 7.86614], [-13.20798, 2.37858, 4.14485], [-12.67843, 10.38989, 8.18436], [-14.78685, 7.73795, 4.95463], [-17.29639, 9.60884, 5.63085], [-10.84142, 1.35975, 3.94267], [-17.99865, 7.84124, 4.59527], [-9.24002, 1.95589, 5.57239], [-17.13794, 7.44731, 4.42337], [-8.61609, 6.24434, 7.83420], [-11.09839, 2.14912, 4.68968], [-10.95932, 9.99356, 9.40030], [-12.61525, 3.82774, 5.50914], [-9.32376, 7.03856, 9.54588], [-10.78156, 6.22885, 7.39176], [-9.96890, 9.07829, 9.70859], [-13.22873, 6.42993, 3.95306], [-14.37523, 6.92263, 3.86665], [-15.12236, 6.84620, 2.91449], [-16.91976, 6.74874, 3.72057], [-13.49849, 4.40082, 5.55253], [-9.31708, 4.35302, 7.04352], [-11.52546, 4.44082, 6.14694], [-9.48140, 5.63409, 7.46570], [-10.16577, 2.54259, 5.57775], [-10.99956, 11.01535, 9.82676], [-9.96820, 7.79871, 9.16109], [-10.29501, 3.78742, 6.28371], [-9.32765, 9.36350, 10.56482], [-16.34331, 9.21209, 5.63746], [-15.27565, 9.92301, 6.06216], [-8.45193, 3.71572, 7.29206], [-11.83150, 5.66887, 6.80265], [-12.40213, 2.70531, 4.76248], [-13.27430, 8.11937, 6.40172], [-10.94666, 7.46230, 8.16767], [-16.08203, 8.06975, 4.96113]], "atomic_forces_ev_per_a": [[-0.1, 0.3, 0.6], [-0.1, -0.1, 0.5], [0.7, 0.6, 0.2], [0.0, 0.6, 0.0], [-0.3, -0.6, -0.3], [-0.2, -0.1, 0.1], [0.6, -1.4, -1.5], [0.9, -0.2, 0.0], [-0.5, 0.6, 0.9], [-2.4, 0.6, 0.0], [-0.1, 0.6, 0.4], [3.7, -0.8, 0.0], [-1.1, -1.0, -0.1], [-1.0, -1.2, -1.0], [-1.1, 0.4, -0.9], [0.8, -0.8, -0.9], [0.4, -0.1, 0.1], [0.4, 1.3, 1.5], [0.4, -0.6, 1.5], [-2.5, 1.2, 0.1], [1.5, -0.4, 0.1], [0.7, -0.5, 0.2], [-0.7, 0.1, 0.1], [-1.1, 0.1, -0.1], [2.3, 0.4, 1.3], [-2.1, 3.3, 2.1], [1.4, 0.1, 0.2], [2.0, 1.0, 0.7], [0.2, -0.9, -0.2], [-1.0, 1.3, -0.1], [-1.1, -2.9, -1.5], [0.0, -0.5, -0.9], [-1.7, -1.3, -0.5], [1.6, 1.4, 0.0], [-0.1, 0.8, -0.3], [1.0, -2.2, -1.9], [-0.4, 1.3, -0.1], [-0.4, -0.8, 0.0], [0.7, -0.7, -0.5], [-1.3, 0.9, 0.2]]}


[2]
{"formula": "C36H33I2IrN6O2S", "method": "ωB97M-V/def2-TZVPD", "spin_multiplicity": 2, "total_charge": 1, "homo_energy_ev": [-9.1, -9.1], "energy_ev": -80770.66717, "e_lumo_ev": [-4.73, -4.67], "elements": ["H", "C", "C", "H", "H", "C", "H", "C", "C", "C", "H", "C", "N", "H", "N", "H", "C", "H", "H", "H", "C", "S", "H", "H", "C", "H", "C", "C", "C", "O", "C", "H", "C", "H", "I", "C", "C", "O", "H", "H", "C", "C", "H", "H", "N", "C", "C", "C", "C", "C", "H", "Ir", "N", "C", "H", "N", "H", "H", "H", "C", "C", "H", "H", "H", "C", "C", "H", "H", "C", "H", "C", "H", "C", "I", "C", "N", "C", "H", "C", "C", "H"], "xyz": [[-3.23470, -4.42007, -1.03149], [3.31301, 2.72444, 3.56910], [2.36736, 1.80808, 3.11630], [-4.91147, -0.66572, -4.98428], [-4.70696, 0.13914, -2.25987], [-2.25046, 0.81596, 0.84949], [-3.64631, 2.45316, -1.78061], [-1.74757, -4.01356, 0.44596], [-2.82168, -0.47624, -4.56794], [-2.44826, 1.24836, -0.47916], [0.20522, 0.71735, -5.55088], [2.18362, 4.80314, -0.03236], [1.88925, -2.79528, 3.28321], [0.18759, -2.16693, -2.25369], [3.77504, -2.21240, 4.43129], [4.16767, 3.68042, 5.27445], [0.08951, -3.41073, 1.99906], [-3.85129, -1.34592, -6.22152], [-3.52405, -0.73051, -1.28702], [3.28000, -2.30472, 5.30302], [2.60132, 2.32444, 5.82647], [4.06146, -2.14043, 1.82454], [3.97847, -4.24353, -2.75110], [1.88088, 5.81820, 0.17641], [-1.10179, -0.11591, 1.20950], [4.73311, -1.90825, 4.42762], [-1.75060, -0.15070, -5.39272], [2.43920, 2.51963, 0.66458], [3.09057, -3.91398, -2.22326], [-1.14885, -0.74045, 2.25398], [-1.56980, -3.31151, -1.82861], [-3.00133, 0.82067, 2.83189], [3.13148, -2.39026, 3.27476], [-5.22332, 3.13125, -0.00459], [2.97567, -4.97062, -0.36938], [2.95043, 2.20231, -0.59261], [-4.41148, 2.45738, 0.22393], [-0.16525, -0.16070, 0.34353], [-0.40947, -3.90006, 2.82566], [2.86486, 5.26097, -2.00947], [2.03774, 3.82562, 0.93692], [2.31177, 1.44824, 1.67823], [-1.94342, -3.25850, -2.83660], [-4.30486, -1.52472, -2.64878], [0.15311, -2.75531, -0.28361], [-1.67469, 0.57927, -2.73566], [-3.15127, 1.18912, 1.82998], [-0.51556, -3.39346, 0.70110], [1.65790, 1.41475, 5.37269], [-2.79747, -0.12596, -3.21572], [1.00789, 0.91166, 6.07210], [1.92197, -1.48372, 0.46624], [1.24300, -2.84979, 2.14552], [-2.27887, -3.96652, -0.82467], [-0.62342, 0.66138, -0.96259], [2.22950, 0.24436, 1.36380], [0.80805, 0.44072, 3.65705], [-4.93646, 2.27457, 2.29059], [-2.26469, -4.50588, 1.25437], [1.54334, 1.14402, 4.02163], [-0.36755, -2.71579, -1.50163], [3.96090, 3.22625, 2.86445], [-1.79045, -0.42519, -6.43491], [2.68876, 2.52828, 6.88289], [3.09834, 3.18392, -1.55176], [-3.89149, -0.58287, -2.30028], [2.19137, -4.13126, -2.79040], [3.51271, 2.93618, -2.51681], [-4.23201, 2.00168, 1.52365], [-4.09480, -2.19904, -4.70135], [-3.98593, -1.21302, -5.15218], [1.60773, 4.06857, 1.89800], [3.42945, 2.97437, 4.92469], [3.21429, -1.75191, -2.06576], [-0.58040, 0.84772, -3.57606], [-1.51016, 0.94820, -1.42431], [2.72754, 4.48947, -1.26773], [3.24977, 1.18208, -0.79826], [-3.54183, 2.07712, -0.77365], [-0.62482, 0.49236, -4.90023], [0.27393, 1.35662, -3.15510]], "atomic_forces_ev_per_a": [[-0.1, -0.1, 0.0], [0.0, 0.0, -0.1], [0.0, -0.3, 0.4], [-0.1, 0.0, 0.0], [-0.1, 0.0, 0.1], [0.5, -0.3, -0.6], [-0.1, 0.0, -0.1], [0.6, 0.4, 0.3], [0.3, 0.2, -0.2], [-0.5, 0.6, 0.6], [0.1, 0.0, -0.1], [0.0, 0.1, 0.0], [0.0, -0.2, 1.9], [0.0, 0.0, 0.0], [0.0, -0.1, 0.0], [0.0, 0.0, 0.0], [0.8, 0.2, 0.5], [0.0, 0.0, -0.1], [-0.1, 0.0, 0.0], [0.0, -0.1, 0.0], [0.0, 0.0, 0.0], [-1.2, 0.6, -1.8], [0.0, 0.2, 0.0], [0.0, 0.1, 0.0], [-1.4, 0.6, 0.6], [-0.1, 0.1, 0.1], [0.0, -0.1, -0.1], [-0.1, 0.0, -0.5], [-0.2, -0.2, 0.5], [0.4, -0.6, 0.6], [-0.2, -0.1, 0.5], [0.0, 0.0, 0.1], [-0.4, -0.1, -0.5], [-0.1, 0.0, 0.0], [0.1, 0.1, -0.6], [0.0, 0.0, 0.1], [0.0, -0.1, 0.0], [2.6, -1.0, -0.9], [0.2, 0.0, 0.1], [0.0, 0.1, -0.1], [0.0, -0.2, 0.1], [0.2, 0.4, 0.0], [0.0, 0.1, -0.2], [-0.1, -0.1, 0.0], [1.4, -0.3, 0.4], [0.0, -0.2, -0.8], [-0.4, 0.2, 0.0], [-0.6, -0.1, -0.8], [0.0, 0.0, 0.1], [0.5, 0.1, 0.1], [-0.1, 0.0, 0.1], [-2.8, -0.8, 3.1], [0.0, 2.1, -2.2], [0.2, 0.2, -0.3], [-0.8, 0.2, -0.7], [0.7, -1.3, -0.5], [-0.1, -0.1, 0.0], [-0.1, 0.1, 0.2], [0.0, 0.0, 0.1], [0.0, 0.0, -0.1], [0.0, 0.3, -0.6], [0.0, 0.0, 0.0], [0.0, 0.0, -0.2], [0.0, 0.0, 0.1], [0.0, 0.0, 0.0], [0.0, 0.0, 0.0], [0.0, 0.1, 0.0], [0.0, 0.0, -0.1], [0.1, -0.1, 0.2], [-0.1, -0.1, 0.0], [0.0, 0.0, 0.0], [0.0, 0.0, 0.0], [0.0, 0.1, 0.0], [-0.2, 0.1, 0.5], [-0.4, -0.1, 0.2], [1.1, -0.1, 0.6], [0.0, 0.0, 0.0], [0.1, 0.0, 0.0], [0.3, -0.1, 0.1], [-0.1, -0.2, -0.1], [0.1, 0.2, 0.0]]}


[3]
{"formula": "C3H3MgNaO", "method": "ωB97M-V/def2-TZVPD", "spin_multiplicity": 2, "total_charge": 1, "homo_energy_ev": [-9.4, -11.2], "energy_ev": -15056.09500, "e_lumo_ev": [-6.07, -5.72], "elements": ["Mg", "O", "H", "C", "H", "C", "C", "H", "Na"], "xyz": [[-2.05560, -2.27221, -0.75974], [1.53986, 1.34355, 0.55886], [1.82816, 0.90092, -1.42927], [1.36977, 0.63891, -0.45233], [-0.25903, -1.27466, 1.37641], [-0.32017, -0.36684, -0.55082], [-0.90798, -0.77767, 0.63696], [-0.84621, 0.38116, -1.17262], [-0.34879, 1.42684, 1.79256]], "atomic_forces_ev_per_a": [[1.2, 1.4, 1.1], [0.2, -2.1, -2.4], [0.3, -0.6, 0.4], [-3.7, 1.3, 2.2], [-0.6, -0.4, -0.2], [2.5, 1.9, -1.6], [-0.2, -1.0, 0.8], [0.2, -0.5, -0.2], [0.0, -0.1, 0.0]]}


[4]
{"formula": "C12H23F3MnNO5P2S", "method": "ωB97M-V/def2-TZVPD", "de_lowest_kj_mol": 233.0, "spin_multiplicity": 6, "total_charge": 1, "homo_energy_ev": [-11.7, -12.3], "energy_ev": -93424.96660, "e_lumo_ev": [-3.87, -4.52], "elements": ["F", "F", "O", "H", "H", "H", "H", "C", "C", "C", "H", "H", "C", "C", "S", "O", "H", "P", "H", "C", "O", "H", "F", "H", "C", "H", "P", "C", "C", "H", "H", "H", "C", "O", "H", "O", "H", "H", "H", "H", "C", "H", "Mn", "H", "H", "C", "H", "N"], "xyz": [[0.98927, -1.48342, 3.58067], [-0.59917, -0.47928, 4.71189], [0.11860, 3.27977, -0.88524], [-0.11472, -3.35740, -4.52762], [3.10807, -2.83946, 0.25760], [2.05469, -2.38144, -3.70929], [4.10405, 0.99413, 0.16271], [3.87665, 0.04918, 0.67158], [-3.68255, 1.24935, 0.29158], [-1.24284, -1.22278, -2.14168], [1.51048, 2.15942, -2.94895], [-2.31481, 3.09196, -2.05998], [2.29358, -0.51889, -1.64946], [-0.10589, -2.60508, -3.74493], [-1.21684, -0.97379, 2.18874], [1.89123, 2.02278, -2.05557], [-4.63318, 1.21458, -0.25498], [2.23946, -0.54865, 0.17787], [-3.66859, 0.49581, 1.08972], [-1.28552, -2.18138, -3.14721], [-2.60759, -0.80580, 2.51944], [-3.63249, 2.01392, -2.58772], [-0.78037, -2.62228, 4.22318], [1.31046, -2.78597, 0.18791], [2.20748, -2.30872, 0.59763], [1.21245, 2.68790, -1.42275], [-2.30414, 1.00216, -0.84048], [-2.48709, -0.71806, -1.46531], [-2.57712, 2.05155, -2.29278], [-1.96124, 1.71248, -3.13488], [-0.25230, 2.43890, -0.14884], [2.13605, -2.36034, 1.69029], [-0.35688, -1.41936, 3.77529], [-0.53726, 0.34123, 1.88426], [-3.56224, 2.23922, 0.74996], [-0.84843, -2.00661, 1.22317], [-2.72338, -1.34973, -0.59304], [0.25644, 4.02499, -0.24958], [3.22703, -0.97124, -2.00337], [3.81751, 0.23810, 1.75086], [1.07414, -1.10780, -2.28662], [2.29677, 0.64964, -1.84729], [-0.01585, 0.68412, 0.01544], [-2.25868, -2.56166, -3.45452], [4.67372, -0.68107, 0.47637], [1.09574, -2.06229, -3.30207], [-3.33345, -0.73637, -2.15960], [-0.08464, -0.68450, -1.73449]], "atomic_forces_ev_per_a": [[-1.1, 0.1, 0.1], [0.1, -0.8, -0.8], [-1.6, -1.7, 4.0], [0.0, 0.1, 0.1], [-0.2, 0.3, 0.0], [-0.3, 0.1, 0.1], [-0.1, -0.2, 0.1], [0.1, 0.2, 0.3], [-0.2, 0.3, 0.1], [0.1, 0.1, -0.4], [0.5, -0.1, 0.6], [-0.1, -0.3, -0.1], [0.8, 0.4, -0.5], [0.2, 0.2, 0.2], [0.0, -0.5, 0.2], [-2.3, 3.3, 0.6], [0.2, 0.0, 0.2], [-0.1, 0.0, -1.0], [0.0, 0.2, -0.2], [-0.5, 0.2, 0.0], [0.7, -0.2, -0.2], [0.2, 0.0, 0.0], [0.4, 1.2, -0.5], [0.2, 0.2, 0.1], [-0.1, -0.2, 0.5], [2.1, -1.6, -2.1], [0.0, 0.0, -0.2], [-0.3, 0.0, 0.1], [-0.2, 0.3, -0.1], [-0.1, 0.1, 0.2], [0.4, 4.3, -2.8], [0.1, -0.3, -0.2], [0.3, -0.3, 0.8], [-0.6, -0.6, 0.6], [-0.2, -0.2, -0.1], [-0.3, 1.1, 0.6], [0.0, 0.1, -0.2], [0.0, -0.4, -0.6], [-0.2, 0.0, -0.1], [0.2, 0.0, -0.2], [0.4, 0.0, 0.7], [0.2, -2.4, 0.1], [1.0, -2.4, -0.3], [0.3, 0.0, 0.0], [-0.3, 0.2, 0.0], [0.0, 0.0, 0.0], [0.0, -0.1, 0.2], [0.0, -0.4, -0.1]]}